[1]
97
Properties=species:S:1:pos:R:3 method="wB97M-V/def2-TZVPD" relative_energy_ev=0.0000 multiplicity=1 lumo_ev=0.48 orbital_gap_ev=8.336
O -3.2410 2.0607 -2.5874
P -4.1714 2.3567 -1.4581
N -4.4489 0.8668 -0.6243
C -4.0267 0.5531 0.7493
C -4.9015 -0.3301 -1.4017
N -5.7910 2.8486 -1.8192
C -6.9338 2.5353 -0.9081
C -5.9725 3.8824 -2.8318
N -3.5820 3.4438 -0.2490
C -4.3207 3.9634 0.9373
C -2.5137 4.3865 -0.5115
H -3.1565 -0.1031 0.7364
H -4.8067 -0.0397 1.2271
H -3.7477 1.4523 1.2986
H -4.0887 -0.9779 -1.7300
H -5.6672 -0.0615 -2.1294
H -5.5613 -0.9597 -0.8047
H -7.3146 3.4666 -0.4889
H -7.7479 2.1044 -1.4910
H -6.6554 1.9117 -0.0585
H -6.2509 3.5297 -3.8249
H -6.6627 4.6660 -2.5193
H -5.0011 4.3757 -2.8634
H -4.4692 5.0242 0.7350
H -5.2883 3.4659 0.8713
H -3.7525 3.7737 1.8479
H -1.7010 3.7834 -0.9163
H -2.1247 4.8464 0.3969
H -2.6501 5.1235 -1.3029
O 1.7656 3.7879 -1.0902
P 1.8504 2.3843 -1.6640
N 1.6359 2.3494 -3.3305
C 0.2516 2.7301 -3.8335
C 2.6530 2.4628 -4.3509
N 0.6505 1.2874 -1.0618
C 0.2587 0.0692 -1.7294
C -0.0796 1.2646 0.2006
N 3.3635 1.5441 -1.3620
C 4.1828 2.1560 -0.4341
C 3.7518 0.1959 -1.9048
H -0.1685 3.6121 -3.3501
H -0.4521 1.9092 -3.6950
H 0.3540 2.7608 -4.9182
H 2.2311 2.9199 -5.2460
H 3.0160 1.4858 -4.6699
H 3.4859 3.0939 -4.0410
H 0.9759 -0.0224 -2.5451
H 0.4391 -0.7764 -1.0657
H -0.7155 0.0948 -2.2176
H -0.8475 0.5324 0.4503
H 0.6764 1.3860 0.9764
H -0.6464 2.1925 0.2764
H 4.1849 3.2292 -0.6247
H 3.8610 1.9408 0.5848
H 5.2405 1.9121 -0.5334
H 4.4226 0.3384 -2.7521
H 2.8245 -0.3115 -2.1709
H 4.2281 -0.4033 -1.1288
O 3.0922 -2.8361 0.2971
P 3.3428 -3.0030 1.7662
N 4.8955 -2.4433 2.3220
C 5.9558 -2.2879 1.3899
C 5.1751 -2.2593 3.7911
N 3.2222 -4.6383 2.2632
C 4.4749 -5.4296 2.5866
C 1.9057 -5.2871 2.0816
N 2.2570 -2.0467 2.6189
C 1.7933 -2.3437 4.0345
C 1.7354 -0.8159 2.0620
H 6.3024 -3.2084 0.9202
H 6.8590 -1.9986 1.9272
H 5.6753 -1.7171 0.5047
H 5.8108 -3.0340 4.2197
H 4.1856 -2.3451 4.2401
H 5.3933 -1.2352 4.0940
H 4.4278 -6.1474 3.4055
H 4.8629 -6.0747 1.7983
H 5.3753 -4.8245 2.6919
H 1.5677 -5.6635 3.0471
H 1.0414 -4.7832 1.6489
H 2.0960 -6.1030 1.3844
H 2.1551 -3.2070 4.5930
H 1.9029 -1.5042 4.7211
H 0.7167 -2.4539 3.9048
H 0.7574 -0.6513 2.5143
H 1.5084 -0.9336 1.0024
H 2.4634 -0.0143 2.1872
C -1.4579 -2.8111 1.8307
S -2.4273 -3.7664 0.6652
O -3.9058 -3.3111 0.4972
C -1.6342 -2.9643 -0.8639
H -1.7618 -1.7697 1.9374
H -0.3938 -2.8784 1.6044
H -1.6521 -3.2587 2.8054
H -0.5496 -2.8748 -0.9248
H -1.9270 -1.9162 -0.8002
H -2.0864 -3.2343 -1.8183

[2]
121
Properties=species:S:1:pos:R:3 method="wB97M-V/def2-TZVPD" multiplicity=1 lumo_ev=-4.82 orbital_gap_ev=1.161
C -5.3214 2.1461 -1.7465
C -4.7971 0.7504 -2.2569
C -3.8243 0.8623 -3.5005
C -2.5021 1.6387 -3.1488
C -1.2051 0.8102 -3.5259
C 0.0620 1.6045 -2.9446
N 0.8072 0.6325 -2.1215
C 0.6806 0.4827 -0.8200
N -0.2696 1.3426 -0.1753
C -1.4984 0.6634 0.2688
C -2.6524 1.6436 0.6973
O -3.2879 1.4884 1.6992
O 0.2639 2.2164 0.7447
C 0.9074 3.3519 0.1472
C 0.2220 4.7481 0.5077
C -1.0463 4.5980 1.4668
C 1.2170 5.8622 0.9567
C 2.2149 5.5332 2.1303
C 3.6833 5.1229 1.6446
C 1.7084 4.5061 3.2043
N 1.4582 -0.5778 -0.2480
C 0.7029 -1.8758 -0.2263
S 2.0060 -3.2105 -0.2138
C 1.1508 -4.8239 0.0008
C 1.7439 -5.4823 1.3218
P 2.0522 -0.3152 1.3975
N 2.9317 1.2265 1.4866
O 0.7800 -0.0449 2.4945
C 1.7210 -0.2449 -2.8499
C 3.1489 0.0820 -3.0489
C 3.9161 -0.9081 -3.7734
N 3.5462 -2.1092 -4.2715
C 2.2436 -2.4292 -4.1009
C 1.3413 -1.5244 -3.4119
H -5.5204 2.0747 -0.6445
H -4.5833 2.9837 -1.8841
H -6.2921 2.4639 -2.2242
H -4.2715 0.1864 -1.3953
H -5.6942 0.1486 -2.5533
H -3.6345 -0.1407 -3.9749
H -4.3919 1.4544 -4.2782
H -2.5276 2.6108 -3.7212
H -2.5312 1.9198 -2.0649
H -1.3347 -0.1777 -3.0175
H -1.1918 0.7548 -4.6391
H -0.3499 2.4788 -2.4019
H 0.6784 1.8939 -3.8322
H -1.9023 0.1034 -0.6298
H -1.3666 -0.1032 1.0707
H -2.9515 2.5096 0.0429
H 1.9554 3.3706 0.5599
H 1.0272 3.2991 -0.9619
H -0.2285 5.0996 -0.4709
H -0.8620 3.8984 2.3147
H -1.2317 5.6479 1.9163
H -1.9746 4.3681 0.8858
H 0.6514 6.7916 1.2378
H 1.8550 6.1447 0.0351
H 2.3811 6.5027 2.6851
H 3.7576 4.0101 1.4792
H 4.3448 5.3182 2.5349
H 4.0140 5.7133 0.7568
H 2.6168 4.1764 3.7888
H 1.2472 3.5746 2.7976
H 1.0152 4.9618 3.9542
H 0.1305 -1.9528 0.7307
H 0.0300 -1.9967 -1.1117
H 1.5023 -5.4859 -0.8383
H 0.0367 -4.7752 -0.0151
H 2.8662 -5.3811 1.3564
H 1.5441 -6.5867 1.3480
H 1.3699 -5.0035 2.2610
H 2.7045 1.6828 2.3939
H 3.9375 0.9310 1.5712
H 0.3209 -0.8820 2.6809
H 3.5775 1.0352 -2.6588
H 4.9884 -0.6333 -3.9480
H 1.8337 -3.4039 -4.4585
H 0.2753 -1.8463 -3.3022
Cl -2.5449 6.9414 2.3965
C -4.0938 -6.5226 -1.0634
C -3.8256 -6.5197 -2.5558
C -3.0311 -5.2391 -2.7289
O -2.3054 -5.0308 -1.5085
C -2.8090 -5.9332 -0.5123
H -4.3162 -7.5107 -0.6591
H -4.9350 -5.8623 -0.8359
H -3.2078 -7.3826 -2.8236
H -4.7290 -6.5455 -3.1650
H -3.6917 -4.3789 -2.8769
H -2.3313 -5.2894 -3.5664
H -2.0517 -6.7102 -0.3504
H -2.9624 -5.3958 0.4261
O 6.3890 9.3331 0.1383
P 6.0928 7.9256 -0.3754
O 6.6604 6.8592 0.6637
O 6.7477 7.7502 -1.7211
O 4.5698 7.7360 -0.4957
Be 4.4860 1.3063 2.9194
Be 2.5735 7.5507 -0.7699
Br -5.0378 -1.5774 -0.5232
O -1.8043 9.3739 0.4626
H -2.3549 10.0866 0.8449
H -1.8512 9.3704 -0.5132
H -2.0592 8.4713 0.8499
C -2.3209 -7.9424 2.8882
C -0.9754 -7.6041 2.8574
C -0.0305 -8.4609 3.4077
C -0.4338 -9.6617 3.9809
C -1.7819 -10.0009 4.0078
C -2.7271 -9.1388 3.4645
H -3.0550 -7.2688 2.4608
H -0.6631 -6.6704 2.4040
H 1.0202 -8.1942 3.3898
H 0.3028 -10.3331 4.4064
H -2.0958 -10.9378 4.4531
H -3.7784 -9.4000 3.4893
O 6.6394 -0.6022 4.4656
H 6.1599 -1.3302 4.8773
H 7.5666 -0.8504 4.5573
Cl 6.6701 8.0829 2.0733

[3]
23
Properties=species:S:1:pos:R:3 method="wB97M-V/def2-TZVPD" relative_energy_ev=2.4611 multiplicity=1 lumo_ev=0.63 orbital_gap_ev=8.386
C -0.7990 0.5072 -1.4893
C -0.3475 -1.2708 2.3534
C -1.4720 -1.2514 1.4025
C 0.6753 -1.1701 -0.1537
C -0.4688 -0.1785 -2.8403
C 1.3966 2.3659 0.8316
C 0.4691 0.8906 -0.7464
O -1.8817 0.5725 -0.9681
O 0.2862 1.5321 0.3843
S 1.1772 -0.9144 1.4975
S -0.8544 -2.1604 -0.1406
H -0.5034 -0.5190 3.0963
H -0.2631 -2.2253 2.6768
H -2.3170 -1.8122 1.6897
H -1.6373 -0.3479 0.8770
H 1.2104 -1.7458 -0.8430
H 0.0403 -1.0624 -2.5048
H 0.1302 0.4510 -3.4303
H -1.3251 -0.4394 -3.4287
H 1.2158 2.8170 1.8049
H 1.4809 3.1773 0.1598
H 2.3273 1.7183 0.9113
H 1.4601 1.0656 -1.1399

[4]
16
Properties=species:S:1:pos:R:3 method="wB97M-V/def2-TZVPD" smiles="C=CC.C=CO" relative_energy_ev=2.1188 multiplicity=1 lumo_ev=0.98 orbital_gap_ev=10.560
C 1.6747 -2.3967 -0.9922
C 2.8598 -3.3029 -0.9616
C 3.6793 -3.4941 -1.9817
H 0.7536 -2.9370 -1.2288
H 1.4552 -2.0091 0.0102
H 1.7374 -1.5438 -1.6601
H 3.1146 -3.7661 -0.0151
H 4.5911 -4.0744 -1.9269
H 3.4867 -2.9846 -2.9169
C -2.9948 3.2560 1.0128
C -3.5106 3.6212 2.1717
O -4.2022 4.8091 2.2917
H -2.3790 2.3699 0.8918
H -3.0355 3.8824 0.1266
H -3.5756 2.9948 3.0535
H -3.6548 5.5753 2.1251